A) 23
Properties=species:S:1:pos:R:3:nbo_charge:R:1 method="wB97M-V/def2-TZVPD" lumo_energy_ev="-4.4204 / -8.2128" spin_multiplicity=2 charge=+1 s_squared=0.768 homo_lumo_gap_ev="10.308 / 6.524"
C 1.01 1.01 0.13 -0.72
C -0.77 -1.94 1.63 -0.17
C -0.33 -1.04 0.70 -0.17
C -0.24 -1.88 2.94 0.04
C 0.65 -0.06 1.07 0.26
C 0.82 -1.01 3.27 -0.18
C 1.32 -0.16 2.32 -0.17
H -1.58 -2.64 1.45 0.26
H -0.85 -0.97 -0.25 0.26
H -0.71 -2.44 3.74 0.24
H 1.31 -1.09 4.23 0.26
H 0.60 1.97 0.47 0.29
H 0.89 0.88 -0.94 0.28
H 2.19 0.44 2.57 0.26
H 2.10 1.20 0.18 0.27
C -1.45 1.30 -2.69 -0.61
C -0.20 0.62 -3.21 -0.61
H -1.34 1.51 -1.62 0.18
H -1.58 2.27 -3.16 0.22
H -2.35 0.69 -2.77 0.21
H -0.19 0.37 -4.27 0.23
H 0.02 -0.32 -2.69 0.18
H 0.68 1.27 -3.08 0.20



B) 23
Properties=species:S:1:pos:R:3:nbo_charge:R:1 method="wB97M-V/def2-TZVPD" lumo_energy_ev="-4.1864 / -8.5637" spin_multiplicity=2 charge=+1 s_squared=0.768 homo_lumo_gap_ev="9.972 / 5.592"
C 3.32 -0.54 1.02 -0.69
C 0.03 1.54 -0.90 0.00
C 1.02 0.94 -1.67 -0.11
C 0.07 1.48 0.46 -0.22
C 2.03 0.17 -1.12 -0.24
C 1.09 0.67 1.07 -0.07
C 2.12 0.10 0.29 0.23
H -0.73 2.13 -1.41 0.25
H 0.93 1.18 -2.76 0.26
H -0.63 1.98 1.06 0.25
H 2.89 -0.32 -1.75 0.27
H 1.10 0.63 2.14 0.25
H 4.30 -0.20 0.56 0.27
H 3.43 -1.62 0.97 0.29
H 3.32 -0.09 2.02 0.25
C -2.80 -0.54 -0.60 -0.61
C -3.23 -1.40 0.60 -0.59
H -3.43 0.35 -0.46 0.21
H -1.73 -0.32 -0.57 0.17
H -3.13 -1.01 -1.54 0.22
H -3.25 -1.00 1.60 0.21
H -4.18 -1.75 0.39 0.21
H -2.53 -2.36 0.58 0.19



C) 23
Properties=species:S:1:pos:R:3:nbo_charge:R:1 method="wB97M-V/def2-TZVPD" lumo_energy_ev="-4.3599 / -8.3928" spin_multiplicity=2 charge=+1 s_squared=0.768 homo_lumo_gap_ev="9.582 / 5.547"
C -2.13 2.46 1.64 -0.67
C 0.11 -0.53 0.88 -0.15
C -0.67 -1.25 -0.01 0.03
C -0.20 0.72 1.36 -0.20
C -1.50 1.22 1.05 0.27
C -1.91 -0.72 -0.41 -0.20
C -2.34 0.46 0.16 -0.15
H 0.97 -1.07 1.25 0.25
H -0.40 -2.27 -0.25 0.25
H 0.57 1.27 1.89 0.26
H -2.64 -1.32 -0.94 0.26
H -3.18 2.51 1.39 0.25
H -1.60 3.28 1.09 0.28
H -3.30 0.79 -0.17 0.25
H -2.02 2.42 2.72 0.27
C 3.17 -1.41 -2.61 -0.62
C 3.84 -0.81 -1.35 -0.62
H 3.05 -2.48 -2.58 0.21
H 2.17 -1.03 -2.80 0.20
H 3.94 -1.15 -3.35 0.23
H 3.11 -0.60 -0.54 0.17
H 4.33 0.16 -1.42 0.22
H 4.44 -1.44 -0.67 0.22



Least stable of them? B).



A) 19
Properties=species:S:1:pos:R:3:nbo_charge:R:1 method="wB97M-V/def2-TZVPD" lumo_energy_ev=0.7572 spin_multiplicity=1 charge=0 homo_lumo_gap_ev=8.898
C 2.21 0.10 -0.02 -0.35
C 0.35 -0.81 -0.75 -0.20
C -0.92 -0.90 0.17 -0.26
C -2.33 -0.53 0.32 -0.40
C -1.28 0.64 0.25 0.19
C 0.06 0.89 0.94 -0.22
H 2.57 -0.41 0.98 0.18
H 2.99 1.25 -0.36 0.16
H 2.44 -0.73 -0.88 0.21
H -0.06 -0.54 -1.79 0.17
H 1.15 -1.62 -1.17 0.22
H -0.53 -1.21 1.16 0.19
H -3.00 -0.49 -0.68 0.25
H -2.88 -1.01 1.19 0.23
H -0.54 1.50 -1.20 0.47
H 0.17 1.97 0.91 0.20
H 0.25 0.54 1.99 0.21
N 0.84 0.22 -0.05 -0.55
O -1.52 1.15 -1.02 -0.69



B) 19
Properties=species:S:1:pos:R:3:nbo_charge:R:1 method="wB97M-V/def2-TZVPD" lumo_energy_ev=0.9852 smiles=C1C[C@H]2COC[C@@H]1N2 spin_multiplicity=1 charge=0 homo_lumo_gap_ev=10.144
C -0.48 1.45 -1.22 -0.37
C 0.05 0.06 -1.89 -0.41
C -0.08 -1.03 -0.72 -0.09
C 1.02 -1.23 0.35 -0.10
O 0.75 -0.50 1.61 -0.57
C 0.08 0.77 1.65 -0.06
C -0.46 0.88 0.23 -0.12
N -1.22 -0.38 -0.01 -0.60
H -1.42 1.71 -1.69 0.21
H 0.21 2.33 -1.27 0.21
H 1.00 0.31 -2.34 0.21
H -0.57 -0.17 -2.81 0.22
H -0.21 -2.01 -1.10 0.20
H 1.18 -2.22 0.73 0.21
H 1.95 -0.90 -0.02 0.17
H 0.79 1.61 1.87 0.18
H -0.56 0.70 2.55 0.19
H 0.68 0.74 0.03 0.20
H -1.29 -0.91 0.80 0.35



Least stable of them? A).



A) 19
Properties=species:S:1:pos:R:3:nbo_charge:R:1 method="wB97M-V/def2-TZVPD" lumo_energy_ev="0.8283 / 0.8283" smiles="C=[N+](C)[O-].C#CCC" spin_multiplicity=1 charge=0 homo_lumo_gap_ev="9.723 / 9.723"
C 2.37 1.46 -0.75 -0.26
N 1.18 1.13 -1.12 0.16
C 0.93 0.66 -2.52 -0.47
O 0.17 1.26 -0.43 -0.49
H 2.65 1.25 0.23 0.20
H 3.14 1.37 -1.48 0.18
H -0.09 0.85 -2.67 0.23
H 1.32 1.35 -3.26 0.22
H 1.05 -0.43 -2.55 0.23
C -1.87 -1.70 -0.50 -0.30
C -1.20 -1.36 0.42 0.03
C -0.50 -0.93 1.57 -0.51
C -1.56 -0.32 2.52 -0.57
H -2.69 -2.21 -0.99 0.24
H 0.18 -1.69 1.98 0.23
H 0.25 -0.06 1.29 0.26
H -2.09 -1.06 3.13 0.20
H -2.26 0.13 1.96 0.21
H -0.98 0.31 3.18 0.21



B) 19
Properties=species:S:1:pos:R:3:nbo_charge:R:1 method="wB97M-V/def2-TZVPD" lumo_energy_ev=0.7876 smiles="C=C(C)C(N)=O.C=C" spin_multiplicity=1 charge=0 homo_lumo_gap_ev=8.935
C -0.41 -1.37 -1.49 -0.44
C 0.01 -0.71 -0.38 -0.09
C -0.27 -1.25 0.99 -0.67
C 1.75 -0.23 -0.45 0.68
N 2.24 0.61 0.50 -0.84
O 2.47 -0.79 -1.25 -0.59
H -0.12 -1.07 -2.48 0.21
H -1.04 -2.24 -1.39 0.20
H 0.22 -0.69 1.79 0.21
H -1.34 -1.20 1.20 0.23
H 0.08 -2.28 1.07 0.24
H 3.19 0.95 0.41 0.41
H 1.62 1.11 1.12 0.40
C -1.20 1.28 -0.51 -0.34
C -1.67 1.74 0.65 -0.44
H -1.71 1.39 -1.46 0.21
H -0.07 0.90 -0.62 0.24
H -2.56 2.36 0.70 0.20
H -1.19 1.50 1.59 0.19



Least stable of them? A).



A) 16
Properties=species:S:1:pos:R:3:nbo_charge:R:1 method="wB97M-V/def2-TZVPD" lumo_energy_ev=0.8292 spin_multiplicity=1 charge=0 homo_lumo_gap_ev=8.873
C -1.77 1.14 -0.97 -0.40
C 0.44 0.35 -1.72 -0.12
C 1.33 0.09 -0.73 -0.45
C 0.75 -0.44 0.51 0.03
C 1.55 -0.79 1.72 -0.64
C -0.58 -0.55 0.36 -0.16
N -0.90 -0.05 -0.98 -0.44
H -1.28 1.89 -0.35 0.22
H -1.84 1.51 -2.00 0.23
H -2.76 0.89 -0.57 0.20
H 2.40 0.26 -0.84 0.22
H 0.94 -1.23 2.52 0.22
H 2.05 0.10 2.12 0.23
H 2.34 -1.50 1.46 0.23
H -1.36 -0.88 1.02 0.21
H -1.32 -0.78 -1.56 0.43



B) 16
Properties=species:S:1:pos:R:3:nbo_charge:R:1 method="wB97M-V/def2-TZVPD" lumo_energy_ev=1.0241 smiles=CCc1cc[nH]c1 spin_multiplicity=1 charge=0 homo_lumo_gap_ev=9.195
C 0.55 -0.18 2.36 -0.63
C -0.44 -0.59 1.18 -0.43
C -0.22 -0.10 -0.28 -0.07
C -1.05 0.85 -0.89 -0.33
C -0.49 0.97 -2.19 -0.04
N 0.46 0.01 -2.39 -0.51
C 0.75 -0.52 -1.15 -0.12
H 0.05 0.24 3.27 0.21
H 1.26 0.63 2.01 0.21
H 1.21 -1.01 2.84 0.21
H -1.47 -0.23 1.30 0.21
H -0.61 -1.72 1.37 0.21
H -1.55 1.66 -0.41 0.22
H -0.74 1.67 -2.96 0.21
H 1.09 -0.24 -3.20 0.43
H 1.20 -1.45 -0.85 0.21



C) 16
Properties=species:S:1:pos:R:3:nbo_charge:R:1 method="wB97M-V/def2-TZVPD" lumo_energy_ev=1.0042 smiles="[H]/N=C/C1C(C)=C1C" spin_multiplicity=1 charge=0 homo_lumo_gap_ev=9.324
H -1.08 -1.23 2.91 0.34
N -0.62 -0.94 2.06 -0.65
C -1.42 -0.93 1.06 0.13
C -0.83 -0.60 -0.26 -0.34
C 0.64 -0.11 -0.08 0.11
C 1.97 -0.38 0.56 -0.66
C -0.18 0.66 -0.71 0.02
C -0.39 1.67 -1.75 -0.64
H -2.46 -1.29 1.12 0.15
H -1.26 -1.21 -1.08 0.18
H 2.82 -0.15 -0.09 0.22
H 2.02 -1.41 0.89 0.24
H 2.07 0.23 1.48 0.25
H -0.66 1.13 -2.67 0.22
H 0.54 2.21 -1.94 0.23
H -1.19 2.36 -1.51 0.23



Least stable of them? A).



A) 16
Properties=species:S:1:pos:R:3:nbo_charge:R:1 method="wB97M-V/def2-TZVPD" lumo_energy_ev="-0.6556 / -0.6543" spin_multiplicity=1 charge=0 homo_lumo_gap_ev="8.776 / 8.734"
C -0.87 0.63 2.60 -0.20
C 0.34 0.23 -0.09 -0.33
C 0.00 1.48 -0.89 -0.60
C 1.34 -0.78 -0.70 -0.20
N 0.24 -1.74 -0.76 -0.62
C -0.68 -0.91 -0.17 0.68
O -1.83 -1.06 0.17 -0.60
H -1.78 1.01 2.08 0.09
H 0.57 0.50 0.96 0.25
H -1.17 -0.43 2.79 0.09
H 0.82 2.21 -0.85 0.22
H -0.90 1.95 -0.49 0.23
H -0.18 1.22 -1.94 0.21
H 1.74 -0.50 -1.68 0.19
H 2.16 -1.09 -0.04 0.19
H 0.20 -2.72 -0.98 0.41



B) 16
Properties=species:S:1:pos:R:3:nbo_charge:R:1 method="wB97M-V/def2-TZVPD" lumo_energy_ev=0.8698 smiles="[H]/N=C1/CCCCO1" spin_multiplicity=1 charge=0 homo_lumo_gap_ev=10.706
H -3.03 0.73 -0.80 0.34
N -2.15 1.09 -1.16 -0.67
C -1.19 0.40 -0.71 0.56
C 0.23 0.68 -1.15 -0.50
C 1.24 0.48 -0.06 -0.38
C 0.95 -0.80 0.70 -0.48
C -0.48 -1.02 1.10 -0.07
O -1.42 -0.70 0.07 -0.52
H 0.46 -0.02 -1.96 0.22
H 0.28 1.70 -1.53 0.24
H 1.20 1.44 0.67 0.19
H 2.28 0.49 -0.42 0.22
H 1.49 -1.71 0.40 0.22
H 1.55 -0.29 1.52 0.24
H -0.73 -0.41 1.98 0.17
H -0.67 -2.07 1.36 0.20



C) 16
Properties=species:S:1:pos:R:3:nbo_charge:R:1 method="wB97M-V/def2-TZVPD" lumo_energy_ev=0.6815 smiles=C[C@H](C#N)CCO spin_multiplicity=1 charge=0 homo_lumo_gap_ev=11.448
C -1.90 -0.34 -0.43 -0.59
C -0.53 -0.54 0.19 -0.35
C -0.49 -1.31 1.45 0.29
N -0.39 -1.97 2.40 -0.34
C 0.13 0.84 0.29 -0.40
C 1.57 0.81 -0.24 -0.06
O 1.83 -0.05 -1.37 -0.74
H -1.64 -0.11 -1.51 0.23
H -2.43 0.38 0.21 0.21
H -2.54 -1.21 -0.48 0.22
H 0.05 -1.14 -0.51 0.27
H -0.50 1.60 -0.19 0.21
H 0.19 1.21 1.33 0.23
H 2.15 0.40 0.59 0.17
H 1.82 1.87 -0.40 0.17
H 2.72 -0.44 -1.30 0.48



Least stable of them? A).